A 10-piece molecular cluster, C48H54F2N10O5 overall at a distorted geometry, computed with ωB97M-V with the def2-TZVPD basis set.

Positions of all 119 atoms, in Å:
1 O 3.8975 -1.3264 2.0515
2 C 2.7378 -1.1627 1.9710
3 O 1.7729 -2.1346 2.1422
4 C 0.7510 -1.4112 2.8586
5 C -0.5007 -2.2697 3.0764
6 C -1.7318 -1.7403 2.3959
7 C -2.6869 -1.0512 3.1505
8 C -3.8427 -0.5693 2.5559
9 C -4.0704 -0.7662 1.1959
10 C -3.1149 -1.4422 0.4425
11 C -1.9699 -1.9244 1.0365
12 C 0.6799 -0.2091 1.9574
13 N -0.0301 0.9088 2.5223
14 C -0.7459 1.6496 1.5395
15 O -0.4119 1.8655 0.4319
16 F -1.8811 2.0844 2.0262
17 C 0.7540 1.7323 3.3947
18 O 0.5394 1.8351 4.5475
19 F 1.7328 2.3798 2.8191
20 O 2.1018 0.0081 1.7401
21 H 1.1523 -1.1435 3.8408
22 H -0.6720 -2.3427 4.1456
23 H -0.2587 -3.2800 2.7557
24 H -2.5514 -0.8930 4.2121
25 H -4.5826 -0.0542 3.1518
26 H -4.9793 -0.4080 0.7416
27 H -3.3239 -1.6045 -0.6049
28 H -1.2529 -2.4729 0.4375
29 H 0.3342 -0.4802 0.9668
30 C -1.8547 -5.9893 -1.1900
31 C -3.0583 -5.5932 -1.8368
32 C -2.7887 -4.4351 -2.5205
33 N -1.4808 -4.1151 -2.3129
34 C -0.9018 -5.0566 -1.5026
35 H -1.7094 -6.8525 -0.5632
36 H -4.0106 -6.0938 -1.7927
37 H -3.4180 -3.8090 -3.1314
38 H -1.0174 -3.3074 -2.6884
39 H 0.1336 -4.9767 -1.2141
40 C 2.3949 2.5821 -1.4512
41 C 3.3037 1.8599 -0.6274
42 C 4.5501 2.0063 -1.1747
43 N 4.4299 2.7859 -2.2930
44 C 3.1216 3.1436 -2.4675
45 H 1.3313 2.6770 -1.3108
46 H 3.0689 1.3013 0.2602
47 H 5.5079 1.6248 -0.8648
48 H 5.1867 3.0539 -2.8939
49 H 2.8216 3.7634 -3.2950
50 C 8.5679 -3.1764 -0.2470
51 C 7.6238 -2.1416 0.0004
52 C 6.6668 -2.6499 0.8381
53 N 6.9968 -3.9510 1.1030
54 C 8.1536 -4.2796 0.4489
55 H 9.4490 -3.1161 -0.8637
56 H 7.6462 -1.1387 -0.3918
57 H 5.7851 -2.2026 1.2659
58 H 6.4691 -4.5703 1.6888
59 H 8.5798 -5.2644 0.5350
60 C -5.5691 5.0808 0.2483
61 C -4.6141 4.3613 1.0190
62 C -3.4267 4.4061 0.3418
63 N -3.6279 5.1205 -0.8095
64 C -4.9303 5.5399 -0.8711
65 H -6.6057 5.2433 0.4909
66 H -4.7812 3.8692 1.9626
67 H -2.4615 3.9934 0.5770
68 H -2.9319 5.3077 -1.5072
69 H -5.2867 6.1238 -1.7020
70 C -6.1091 -8.2119 -4.8866
71 C -5.0772 -8.5930 -5.7852
72 C -3.9476 -7.9092 -5.4203
73 N -4.2556 -7.1300 -4.3400
74 C -5.5697 -7.3104 -4.0071
75 H -7.1283 -8.5599 -4.8856
76 H -5.1556 -9.2888 -6.6035
77 H -2.9545 -7.9115 -5.8364
78 H -3.6156 -6.5170 -3.8620
79 H -6.0092 -6.7844 -3.1762
80 C 1.0196 8.0776 -0.1958
81 C 1.7792 6.8753 -0.2228
82 C 0.8996 5.8383 -0.3780
83 N -0.3625 6.3684 -0.4420
84 C -0.2967 7.7313 -0.3349
85 H 1.3975 9.0804 -0.0880
86 H 2.8489 6.7836 -0.1396
87 H 1.0634 4.7757 -0.4491
88 H -1.2060 5.8408 -0.5504
89 H -1.1885 8.3334 -0.3670
90 C 2.1523 -1.6670 8.9543
91 C 2.2921 -2.6880 7.9759
92 C 2.0343 -2.1222 6.7570
93 N 1.7403 -0.7983 6.9618
94 C 1.8136 -0.5149 8.2976
95 H 2.2863 -1.7681 10.0180
96 H 2.5532 -3.7185 8.1485
97 H 2.0346 -2.5464 5.7664
98 H 1.5062 -0.1335 6.2468
99 H 1.6195 0.4783 8.6640
100 C 2.8824 -7.5795 -4.7195
101 C 1.6243 -8.0972 -5.1322
102 C 0.6555 -7.3102 -4.5701
103 N 1.2779 -6.3399 -3.8341
104 C 2.6350 -6.4953 -3.9212
105 H 3.8557 -7.9602 -4.9794
106 H 1.4520 -8.9495 -5.7676
107 H -0.4186 -7.3573 -4.6284
108 H 0.8066 -5.6288 -3.3083
109 H 3.3047 -5.8250 -3.4099
110 C -1.3192 13.0180 -1.7923
111 C -2.2230 12.1994 -2.5228
112 C -2.6441 11.2057 -1.6811
113 N -2.0287 11.3907 -0.4728
114 C -1.2219 12.4941 -0.5315
115 H -0.8012 13.8909 -2.1521
116 H -2.5280 12.3270 -3.5477
117 H -3.3254 10.3868 -1.8369
118 H -2.1498 10.8062 0.3332
119 H -0.6508 12.8094 0.3246

Forces on the atoms, in the same order (eV/Å):
0.63 0.05 -0.30
-1.11 -0.54 -0.02
0.71 0.19 0.67
-0.65 -0.77 -0.02
0.24 0.18 -0.21
-0.56 0.09 0.35
-0.01 -0.09 -0.28
-0.13 -0.06 -0.33
0.43 -0.08 0.39
-0.79 0.33 -0.06
0.47 -0.19 0.09
0.83 -0.48 -0.25
0.60 0.25 -0.90
0.36 0.00 -0.04
0.02 -0.16 -0.47
-0.38 0.29 0.51
-0.69 -0.22 0.99
0.04 -0.08 0.47
0.19 0.25 -0.65
0.13 0.58 0.45
0.12 0.26 -0.03
-0.11 0.06 0.13
0.00 -0.09 -0.22
0.17 -0.06 0.05
-0.01 0.05 0.06
-0.10 0.06 -0.10
0.20 -0.10 -0.12
0.05 -0.09 -0.02
-0.80 0.17 0.08
0.00 0.04 -0.03
0.13 0.10 0.13
-0.24 0.09 -0.09
0.15 0.01 0.04
0.06 0.03 0.07
0.00 -0.02 -0.02
-0.01 0.01 0.09
-0.03 -0.03 0.01
0.00 0.00 -0.02
-0.02 -0.02 0.07
0.03 0.00 -0.01
0.01 0.03 -0.06
0.03 0.02 -0.05
-0.03 -0.01 0.04
0.02 0.00 -0.04
0.00 -0.06 -0.01
0.04 0.07 -0.05
-0.01 -0.01 0.02
0.01 0.01 0.00
-0.02 0.01 0.01
0.01 0.02 -0.01
0.01 -0.02 -0.01
-0.06 0.00 0.01
0.05 0.02 -0.03
-0.04 -0.04 0.02
0.00 0.00 0.00
0.00 0.01 0.00
0.09 -0.02 -0.04
0.00 0.01 0.02
0.01 0.00 -0.01
0.00 0.00 0.01
-0.02 0.01 0.01
0.06 -0.01 -0.07
0.01 0.08 0.04
0.01 -0.01 -0.02
0.00 0.00 0.00
0.00 0.01 0.01
-0.01 -0.04 -0.01
-0.10 -0.07 -0.14
-0.02 -0.01 0.00
-0.02 0.00 0.02
0.02 -0.01 -0.02
0.00 0.04 0.01
0.01 -0.06 -0.13
0.04 0.04 0.01
0.00 0.00 0.00
0.00 -0.01 0.00
-0.01 -0.01 -0.02
-0.02 -0.09 -0.04
-0.03 -0.01 -0.01
0.02 0.01 0.01
0.00 0.02 0.00
-0.08 -0.06 0.02
0.14 0.02 -0.05
-0.07 0.01 0.02
0.00 0.01 -0.02
0.01 -0.01 0.00
0.04 0.06 0.00
0.00 0.01 0.16
0.01 0.02 -0.03
0.00 0.00 0.01
0.00 -0.03 0.00
-0.08 0.12 -0.06
0.02 -0.08 -0.03
-0.03 0.02 -0.03
0.01 0.00 0.00
0.01 0.00 0.00
0.04 -0.03 0.01
0.00 0.06 0.03
0.00 0.00 0.01
0.00 0.00 0.00
0.00 -0.01 -0.01
-0.04 0.03 0.03
0.09 -0.03 -0.10
-0.03 0.03 0.03
0.00 0.00 0.00
0.00 0.00 0.00
0.00 -0.02 0.02
-0.06 -0.04 0.02
0.02 -0.01 -0.01
0.00 0.01 0.00
0.00 0.01 -0.01
0.01 -0.05 0.04
-0.01 0.01 -0.02
0.02 -0.04 0.03
0.00 0.00 0.00
0.00 0.00 0.00
-0.01 0.01 -0.01
-0.01 0.02 0.02
0.01 0.01 -0.01

Properties
Max |F|, eV/A: 1.2
HOMO level, eV: -8.08
Net charge: 0
SMILES: O=C1O[C@H](Cc2ccccc2)[C@@H](N(C(=O)F)C(=O)F)O1.c1cc[nH]c1.c1cc[nH]c1.c1cc[nH]c1.c1cc[nH]c1.c1cc[nH]c1.c1cc[nH]c1.c1cc[nH]c1.c1cc[nH]c1.c1cc[nH]c1

Results of the Mulliken charge analysis, in e, for atoms 1 through 5: -0.585 0.365 -0.477 0.940 -1.838

---

A 8-piece molecular cluster, C37H54F21NO19 overall at a distorted geometry, computed with ωB97M-V with the def2-TZVPD basis set.

Positions of all 132 atoms, in Å:
1 C -4.4616 -3.3643 -1.9562
2 C -3.5670 -2.0402 -2.2415
3 O -2.2094 -2.3982 -1.8096
4 C -1.4362 -1.1863 -1.7051
5 C -0.8523 -0.9237 -0.2126
6 O 0.3256 -0.0787 -0.2024
7 C 0.0228 1.2796 -0.5607
8 O 0.1834 2.2369 0.5053
9 C -0.5832 1.8977 1.6781
10 C -2.1664 2.1047 1.5749
11 N -2.5937 2.7889 2.8597
12 C -2.6868 3.0335 0.3873
13 C -4.0210 2.3161 -0.1932
14 O -4.8499 1.7242 0.5485
15 O -4.3614 2.3409 -1.5897
16 H -4.0740 -4.1886 -2.6400
17 H -4.2439 -3.7053 -0.8772
18 H -5.5734 -3.1560 -2.0977
19 H -4.0153 -1.1793 -1.6349
20 H -3.5317 -1.7900 -3.3674
21 H -0.5554 -1.1320 -2.4512
22 H -2.0753 -0.2505 -1.9409
23 H -1.6839 -0.4135 0.4075
24 H -0.6836 -1.9414 0.2908
25 H -1.0043 1.4235 -1.0537
26 H 0.7925 1.5798 -1.3698
27 H -0.4015 0.8285 2.0666
28 H -0.2086 2.5883 2.5241
29 H -2.6541 1.0638 1.6238
30 H -3.5944 3.0146 2.7911
31 H -2.3825 2.2010 3.6746
32 H -1.9431 3.2523 -0.4425
33 H -3.0571 4.0238 0.8325
34 H -3.5289 2.1845 -2.0876
35 C -9.0040 3.7155 -2.9629
36 C -7.8455 2.7474 -3.0967
37 O -7.8146 2.1732 -4.4137
38 C -7.2255 2.9192 -5.3695
39 O -6.7441 4.0061 -5.1809
40 C -7.2177 2.1710 -6.6997
41 F -8.4007 1.5808 -6.9681
42 F -6.2886 1.1915 -6.7181
43 F -6.9482 2.9738 -7.7451
44 H -9.9453 3.2272 -3.2291
45 H -9.0768 4.0907 -1.9398
46 H -8.8852 4.5673 -3.6363
47 H -7.9766 1.9198 -2.3960
48 H -6.8916 3.2240 -2.8560
49 C -0.3340 -6.5948 -6.0446
50 C -0.8424 -7.4576 -4.9080
51 O -2.1922 -7.1043 -4.5695
52 C -3.1622 -7.6484 -5.3322
53 O -2.9636 -8.3923 -6.2568
54 C -4.5341 -7.2193 -4.8216
55 F -4.5825 -5.9025 -4.5304
56 F -4.8782 -7.8749 -3.6933
57 F -5.5183 -7.4487 -5.7090
58 H -0.4420 -5.5356 -5.7993
59 H 0.7170 -6.8052 -6.2481
60 H -0.9051 -6.7697 -6.9593
61 H -0.2388 -7.2801 -4.0147
62 H -0.7642 -8.5226 -5.1422
63 C 3.8115 2.4995 0.7298
64 C 4.1291 2.9923 2.1270
65 O 4.3565 1.8855 3.0142
66 C 5.5918 1.3490 2.9854
67 O 6.4829 1.7391 2.2722
68 C 5.7021 0.2185 4.0112
69 F 4.6302 -0.5987 3.9951
70 F 5.8016 0.6905 5.2719
71 F 6.7789 -0.5690 3.8153
72 H 2.9717 1.7998 0.7512
73 H 3.5588 3.3352 0.0737
74 H 4.6609 1.9652 0.2979
75 H 3.2740 3.5431 2.5254
76 H 4.9818 3.6766 2.1299
77 C 10.0704 1.2392 2.8909
78 C 9.4893 1.4802 4.2696
79 O 10.5203 1.8760 5.1887
80 C 10.8616 3.1803 5.1674
81 O 10.3645 3.9992 4.4391
82 C 11.9255 3.4700 6.2227
83 F 12.9022 2.5391 6.2414
84 F 11.4020 3.5002 7.4664
85 F 12.5340 4.6547 6.0345
86 H 10.8894 0.5165 2.9396
87 H 9.3048 0.8608 2.2104
88 H 10.4825 2.1594 2.4709
89 H 9.0630 0.5512 4.6546
90 H 8.6828 2.2179 4.2450
91 C 3.1843 -0.6216 -4.0436
92 C 3.5070 -1.5937 -2.9264
93 O 2.7074 -2.7810 -3.0411
94 C 3.1555 -3.7156 -3.9043
95 O 4.1561 -3.6060 -4.5634
96 C 2.2410 -4.9371 -3.8862
97 F 0.9333 -4.6048 -3.9015
98 F 2.4285 -5.6889 -2.7817
99 F 2.4370 -5.7529 -4.9404
100 H 2.1130 -0.4043 -4.0662
101 H 3.7324 0.3138 -3.9113
102 H 3.4453 -1.0405 -5.0180
103 H 3.2599 -1.1416 -1.9630
104 H 4.5715 -1.8415 -2.9019
105 C 5.4948 -4.7665 6.2010
106 C 4.6711 -5.8818 5.5885
107 O 3.3206 -5.4488 5.3626
108 C 3.1072 -4.7477 4.2304
109 O 3.9641 -4.4746 3.4314
110 C 1.6285 -4.3963 4.0914
111 F 1.0922 -3.9508 5.2466
112 F 0.8935 -5.4635 3.7151
113 F 1.4071 -3.4364 3.1750
114 H 5.0177 -4.3916 7.1104
115 H 6.4985 -5.1191 6.4477
116 H 5.5839 -3.9207 5.5157
117 H 4.6182 -6.7234 6.2829
118 H 5.1207 -6.2548 4.6645
119 C -7.1543 6.5864 3.9847
120 C -7.0354 7.7210 2.9868
121 O -6.0607 7.4094 1.9789
122 C -6.4903 6.6363 0.9609
123 O -7.6099 6.2072 0.8615
124 C -5.3731 6.4269 -0.0573
125 F -4.1870 6.1419 0.5243
126 F -5.1717 7.5242 -0.8149
127 F -5.6278 5.4179 -0.9096
128 H -6.1763 6.3441 4.4090
129 H -7.8347 6.8555 4.7954
130 H -7.5281 5.6785 3.5062
131 H -6.6838 8.6218 3.4947
132 H -8.0006 7.9630 2.5340

Forces on the atoms, in the same order (eV/Å):
1.11 0.51 0.04
-1.01 -1.64 0.02
-0.55 2.42 0.00
0.94 1.46 0.22
-1.67 -0.71 0.09
-1.48 0.50 -0.37
0.85 0.66 -1.31
-0.67 -1.77 -0.05
-0.21 0.30 1.48
-0.05 -0.07 1.13
0.34 -0.10 -0.96
-1.32 -0.85 -0.39
-2.70 -1.75 1.35
3.35 2.64 -2.58
1.85 -0.18 2.00
-0.80 1.04 0.83
-0.49 0.65 -1.63
1.56 -0.36 0.10
0.88 -0.99 -0.81
-0.22 -0.25 1.72
-1.22 -0.50 1.10
0.76 -1.57 0.15
1.18 -0.78 -0.94
0.36 1.62 -0.80
1.14 -0.66 0.94
-1.10 -0.31 1.45
-0.02 1.46 -0.96
-0.55 -0.88 -1.53
0.56 1.55 -0.92
0.57 -0.53 0.36
-0.48 0.29 -0.51
-0.88 -0.31 1.19
0.67 -1.40 -0.71
-0.62 0.52 0.23
-0.13 0.15 -0.30
-0.14 0.33 0.82
0.48 0.04 -1.11
-0.12 0.55 1.92
-0.18 -0.73 -0.72
-0.15 -0.80 -1.79
0.29 0.34 0.44
-0.15 0.41 0.43
-0.04 0.00 0.80
0.08 -0.04 0.13
0.06 -0.07 -0.06
0.09 -0.02 0.12
0.05 -0.11 -0.35
-0.07 -0.05 -0.26
-0.29 0.11 -0.33
0.80 -0.05 -0.20
-1.13 -0.25 -0.09
1.93 -0.42 -0.27
-0.71 0.50 0.57
-1.84 0.60 0.47
0.37 -0.40 -0.20
0.52 0.00 -0.36
0.81 -0.10 0.09
0.11 -0.13 0.07
-0.13 -0.01 0.05
0.06 -0.13 0.07
-0.36 0.08 0.06
-0.26 0.13 -0.05
0.10 -0.39 -0.13
-0.27 0.60 -0.58
0.86 -0.72 0.56
-0.50 1.56 -1.12
-0.30 -0.79 0.85
0.03 -1.62 1.16
0.25 0.54 -0.30
-0.01 0.32 -0.58
-0.32 0.71 -0.32
-0.05 0.20 0.04
0.00 -0.03 0.11
0.03 0.16 0.04
0.09 -0.30 0.20
0.05 -0.29 0.08
0.27 0.14 -0.13
-0.49 -0.37 -0.59
0.52 0.89 0.57
-1.42 -0.75 -1.13
0.70 -0.16 0.75
1.51 0.43 1.21
-0.54 0.13 -0.30
-0.25 -0.10 -0.56
-0.59 -0.46 -0.30
-0.15 -0.04 0.06
0.00 0.05 0.12
-0.15 -0.02 0.02
0.27 0.15 0.22
0.27 0.10 0.04
-0.13 -0.14 -0.30
0.32 0.74 0.09
-0.07 -1.09 -0.37
1.00 1.68 0.34
-0.83 -0.61 0.22
-1.22 -1.54 -0.08
0.57 0.30 0.03
0.26 0.53 -0.23
0.38 0.72 0.39
0.09 0.05 0.13
-0.03 -0.09 0.04
0.09 0.05 0.10
-0.20 -0.32 -0.05
-0.18 -0.18 -0.15
-0.10 0.34 -0.06
0.73 -0.19 0.26
-0.75 0.38 -0.74
1.74 -0.70 0.44
-0.99 0.09 0.23
-1.88 0.63 -0.16
0.55 -0.20 -0.23
0.62 0.09 0.11
0.59 -0.43 0.30
0.06 -0.16 -0.01
-0.10 -0.02 -0.03
0.06 -0.13 -0.03
-0.33 0.14 -0.09
-0.21 0.20 -0.02
0.09 -0.33 -0.11
-0.45 0.14 0.67
0.19 -0.39 -1.07
-1.19 0.57 1.46
0.95 0.02 -0.45
1.34 -0.38 -1.43
-0.55 0.13 0.19
-0.39 -0.15 0.52
-0.32 0.35 0.64
-0.08 0.15 0.03
0.06 0.03 -0.08
-0.08 0.12 0.02
0.22 -0.11 -0.28
0.18 -0.18 -0.15

Properties
Max |F|, eV/A: 5.0
HOMO level, eV: -9.71
Net charge: 0
SMILES: CCOCCOCOC[C@@H](N)CC(=O)O.CCOC(=O)C(F)(F)F.CCOC(=O)C(F)(F)F.CCOC(=O)C(F)(F)F.CCOC(=O)C(F)(F)F.CCOC(=O)C(F)(F)F.CCOC(=O)C(F)(F)F.CCOC(=O)C(F)(F)F

Results of the Mulliken charge analysis, in e, for atoms 1 through 5: -0.963 0.039 -0.354 -0.011 0.254

---

Number 1: gap between HOMO and LUMO 7.855 eV, LUMO energy -0.00828 hartree, energy -81222.9362 eV. Number 2: gap between HOMO and LUMO 9.804 eV, LUMO energy 0.00340 hartree, energy -136703.4533 eV.